Record 1
12
Properties=species:S:1:pos:R:3:forces:R:3 method="wB97M-V/def2-TZVPD" gap_ev=9.930 charge=0 smiles="C=CC.C#N" relative_energy_kj_mol=247.9 max_force_ev_per_a=2.95
C 0.197501 -1.015604 -0.054424 -0.6 -2.1 -2.0
C 1.086970 -0.295745 0.556843 0.9 0.3 0.8
C 1.641402 0.965285 -0.010678 -1.2 -0.3 -1.4
H -0.173784 -0.892823 -1.131243 0.5 0.0 1.8
H -0.053770 -1.919290 0.507509 -0.6 0.1 -0.7
H 1.331276 -0.747499 1.493221 0.6 0.5 0.9
H 0.890647 1.811036 0.263852 2.0 -1.0 -0.5
H 2.742329 1.099843 0.065821 -1.0 0.4 0.5
H 1.472848 0.610500 -1.067317 0.3 1.7 0.4
C -3.083297 0.148551 -0.210320 1.8 -0.3 0.8
N -2.064657 0.054352 0.327389 -2.0 0.6 -0.3
H -3.987470 0.181392 -0.740649 -0.7 0.1 -0.3



Record 2
34
Properties=species:S:1:pos:R:3:forces:R:3 method="wB97M-V/def2-TZVPD" spin_multiplicity=2 gap_ev="7.142 / 7.410" s_squared=0.7520 charge=-2 relative_energy_kj_mol=0.0 max_force_ev_per_a=0.18
Ti 0.427532 0.447587 -1.497565 0.1 0.0 -0.1
S 5.285518 0.804192 -2.123984 0.0 0.0 0.0
C 3.652241 0.822638 -2.045877 0.0 0.0 0.0
N 2.487191 0.825473 -1.985711 0.0 0.0 0.0
F -5.074025 1.676113 2.645594 0.0 0.0 0.0
C -4.135845 1.212705 1.792013 0.0 0.0 0.0
C -2.946225 0.703738 2.269322 0.0 0.0 0.0
F -2.725146 0.665361 3.598413 0.0 0.0 0.0
C -1.992441 0.220163 1.394364 0.0 0.0 0.0
F -0.857194 -0.282055 1.906845 0.0 0.0 0.0
C -2.171210 0.231716 0.007231 0.0 0.0 0.0
O -1.272634 -0.222665 -0.821072 -0.1 0.0 0.0
C -3.399148 0.743428 -0.440798 0.0 0.0 0.0
F -3.651449 0.778626 -1.752276 0.0 0.0 0.0
C -4.356173 1.224892 0.426320 0.0 0.0 0.0
F -5.515177 1.715370 -0.048728 0.0 0.0 0.0
O -0.272882 2.116674 -2.447355 0.0 -0.1 0.0
Se -0.283816 3.101758 -1.070972 -0.1 0.0 0.0
O 0.635495 4.411362 -1.228637 0.0 0.0 0.0
O 0.427402 1.918625 -0.082337 0.0 0.0 0.0
O -1.794227 3.398817 -0.588502 0.0 0.0 0.0
C 2.302122 -0.538658 1.498425 0.0 0.0 0.0
C 2.120922 -1.627044 0.486580 0.0 0.0 0.0
C 2.656584 -2.901373 0.649388 0.0 0.0 0.0
C 2.417071 -3.809745 -0.366579 0.0 0.0 0.0
N 1.756650 -3.531535 -1.481128 0.0 0.0 0.0
C 1.289809 -2.274445 -1.594090 0.0 0.0 0.0
S 0.507374 -1.689466 -3.004440 0.0 0.0 0.0
N 1.427160 -1.348140 -0.605880 0.0 0.0 0.0
H 3.322764 -0.549574 1.882876 0.0 0.0 0.0
H 1.614664 -0.689199 2.331942 0.0 0.0 0.0
H 2.084268 0.433443 1.058209 0.0 0.0 0.0
H 3.236054 -3.162517 1.523736 0.0 0.0 0.0
H 2.796780 -4.826270 -0.285311 0.0 0.0 0.0



Record 3
11
Properties=species:S:1:pos:R:3:forces:R:3 method="wB97M-V/def2-TZVPD" spin_multiplicity=9 gap_ev="5.711 / 8.214" s_squared=20.3350 charge=+3 relative_energy_kj_mol=0.0 max_force_ev_per_a=1.64
H -0.694272 -0.865071 2.209169 -0.2 -0.2 0.0
O 0.949224 -2.010586 1.958509 0.2 -1.0 -0.3
O 1.716723 -0.878661 2.112251 -0.4 1.4 -0.9
C -0.280291 -1.857951 2.004014 -0.6 -0.4 0.7
H -0.860858 -2.771003 1.848614 -0.1 -0.1 0.1
Gd 1.573912 0.740170 0.569277 1.2 0.8 -0.4
O 0.634866 1.551873 -1.461964 0.0 -0.4 1.3
C -0.534846 1.504104 -2.120632 -0.1 -1.4 0.4
H -0.278607 1.484056 -3.215512 -0.1 0.3 -0.4
H -1.155795 0.628060 -1.849383 0.1 0.5 -0.3
H -1.070055 2.475005 -2.054346 0.0 0.5 -0.3



Record 4
72
Properties=species:S:1:pos:R:3:forces:R:3 method="wB97M-V/def2-TZVPD" gap_ev=4.110 charge=+2 relative_energy_kj_mol=377.9 max_force_ev_per_a=5.98
Zn 14.040015 10.696208 10.588727 -0.6 -0.6 1.0
C 14.443545 8.401570 6.684637 -0.5 1.3 0.9
C 15.460538 9.355099 7.098077 2.4 5.2 0.2
N 16.259317 10.016823 6.175696 -1.3 -2.5 1.2
C 17.018701 11.046076 6.505524 0.2 2.9 -0.7
C 16.951846 11.752388 7.688306 0.6 -1.5 -0.2
C 17.663295 13.077564 7.909409 1.1 -1.3 -0.6
O 16.760540 13.961891 8.440175 -1.9 1.7 1.5
C 16.335427 11.045091 8.719300 -3.2 -1.5 0.3
C 16.596662 11.439390 10.046769 -1.5 0.0 0.1
N 15.822300 11.416371 11.071338 -0.4 -0.4 1.0
C 16.347063 11.688741 12.385778 0.6 -0.4 1.0
C 17.617791 11.177935 12.802911 0.4 0.7 -0.8
C 18.125738 11.492743 14.062236 -1.1 0.5 -0.2
C 17.484142 12.382948 14.937439 -0.7 -1.9 -1.4
C 16.194236 12.721735 14.615951 -1.1 0.5 -1.2
C 15.591852 12.358323 13.379021 1.4 0.0 -0.3
I 13.685324 13.033613 12.859420 0.1 0.0 0.4
C 15.375225 9.926196 8.468201 3.8 1.1 -4.5
O 14.575878 9.389771 9.272430 -1.7 -0.2 2.2
H 13.467144 9.006532 6.675599 1.0 -1.2 -0.8
H 14.398005 7.848662 7.597142 -0.5 -1.5 0.1
H 14.861532 7.898774 5.832093 -0.9 -0.4 -0.6
H 17.629080 11.646936 5.778684 -0.7 -1.4 -0.3
H 18.010180 13.455393 6.906318 0.4 -0.5 1.1
H 18.455020 12.774410 8.643906 0.2 0.9 -0.8
H 17.043210 14.779720 8.916317 0.5 -1.3 -0.9
H 17.553149 11.782833 10.134938 2.7 1.2 0.9
H 18.348128 10.674164 12.102714 -1.4 0.2 0.7
H 18.963133 10.963457 14.410355 1.4 -0.2 0.1
H 17.875072 12.575497 15.896535 0.5 0.4 0.8
H 15.628211 13.349313 15.277796 -0.3 0.1 0.3
O 12.557755 12.096106 9.999700 -1.5 -0.3 -1.2
S 11.198731 12.279692 9.363953 0.8 1.3 0.3
C 9.847107 10.223111 10.830870 -2.5 -2.7 -2.3
C 9.307787 8.827526 10.970950 -1.2 0.6 3.5
C 10.143498 7.636097 11.353083 1.0 0.7 -0.1
C 10.954008 7.818209 12.679864 0.0 0.6 -1.4
S 12.752307 8.229138 12.436042 -1.7 1.1 -2.4
O 12.515521 9.484482 11.459993 1.2 -0.9 0.8
C 13.202346 6.825428 11.380234 0.5 0.3 0.4
C 13.578186 5.743515 12.133620 0.0 -2.2 1.0
C 13.993410 4.524878 11.567639 0.9 1.0 0.3
C 14.094269 4.461195 10.189073 -0.1 -1.3 0.0
C 13.700759 5.517032 9.421665 -0.1 2.3 -0.9
C 13.351957 6.743567 10.007048 -0.2 0.1 -0.7
C 11.313864 12.333477 7.600958 0.4 -0.6 1.8
C 12.554931 12.322321 7.009358 -0.3 -0.4 0.1
C 12.534361 12.242734 5.657869 0.2 0.0 -3.0
C 11.374873 12.073258 4.881228 -1.2 -0.3 0.6
C 10.112729 11.970050 5.549084 1.3 0.9 0.0
C 10.117122 12.202985 6.928311 -1.1 0.0 -0.4
H 8.961013 10.771053 11.050713 -0.3 1.7 -0.7
H 10.603071 10.477236 11.462652 2.4 0.8 1.9
H 8.619850 8.527380 10.226546 -0.5 0.1 -1.4
H 8.567458 8.999970 11.856233 1.1 -0.4 -1.2
H 10.816497 7.424886 10.490613 -0.5 -0.6 0.7
H 9.316722 6.936168 11.494909 0.9 -0.9 0.0
H 10.927461 6.956157 13.279585 0.1 -1.4 0.7
H 10.508808 8.603022 13.281946 0.3 0.4 0.2
H 13.535674 5.711907 13.215780 0.0 0.5 0.1
H 14.447187 3.753554 12.211857 -0.7 0.3 -0.4
H 14.471163 3.573547 9.700661 0.0 -0.1 0.1
H 13.746105 5.591176 8.318863 0.2 -0.7 0.8
H 13.336077 7.595501 9.333299 -0.6 0.0 0.4
H 13.474385 12.308534 7.541949 0.6 0.2 0.5
H 13.425696 12.301896 5.040502 0.3 0.0 0.5
H 11.465423 12.005210 3.767136 -0.2 0.0 1.3
H 9.170250 11.858671 5.031295 0.1 -0.1 -0.1
H 9.187988 12.337151 7.504482 0.2 -0.3 -0.5
O 10.663580 9.756082 8.664610 0.3 -4.0 -3.2
N 10.401605 10.467009 9.482822 0.4 4.4 3.5



Record 5
17
Properties=species:S:1:pos:R:3:forces:R:3 method="wB97M-V/def2-TZVPD" gap_ev=9.400 charge=0 relative_energy_kj_mol=548.5 max_force_ev_per_a=0.41
O 2.253594 -0.076868 1.037987 0.3 0.1 0.0
C 1.596262 -0.658854 -0.066665 -0.2 -0.1 -0.3
C 0.116938 -0.652700 0.232510 0.0 -0.2 0.0
C -0.457074 1.503809 0.282510 -0.2 0.2 0.0
C -1.790851 1.334508 0.061812 0.1 0.1 0.1
O -2.094799 -0.828827 -0.575005 0.0 -0.1 0.0
C -0.863781 -1.100187 -0.737623 0.2 0.1 -0.1
H 3.159904 0.121750 0.775157 -0.1 0.0 0.1
H 1.766870 -0.084719 -0.989098 0.0 -0.1 0.2
H 1.947559 -1.686724 -0.246725 0.0 0.2 0.1
H -0.176421 -0.685380 1.277973 0.0 0.0 -0.1
H -0.044390 1.527140 1.287403 -0.1 0.0 -0.1
H 0.176701 1.938789 -0.489217 -0.1 -0.2 0.1
H -2.254025 1.613316 -0.877520 0.1 -0.1 0.1
H -2.466744 1.067179 0.865268 0.1 0.1 -0.1
H -0.436582 -1.272277 -1.748787 -0.1 0.1 0.1
H -0.433155 -2.059959 -0.089977 0.0 -0.1 0.0



Record 6
103
Properties=species:S:1:pos:R:3:forces:R:3 method="wB97M-V/def2-TZVPD" spin_multiplicity=2 gap_ev="4.556 / 4.420" s_squared=0.7539 charge=0 relative_energy_kj_mol=64.3 max_force_ev_per_a=3.90
Ti 0.017128 0.301321 -0.157624 -1.0 -3.7 -0.4
C 0.311158 -2.088872 3.464328 -0.1 0.2 0.0
C 0.662492 -1.825329 2.139747 0.2 -0.2 0.2
N -0.203187 -0.978938 1.591530 0.5 0.4 0.4
N -1.118926 -0.682831 2.536176 -0.1 0.2 0.3
C -0.832662 -1.341156 3.672378 0.1 -0.1 0.0
B -2.360289 0.215079 2.259405 0.1 -0.4 -0.3
N -1.874716 1.623650 1.835465 -0.3 0.5 0.3
C -2.320412 2.827669 2.227315 0.2 -0.1 -0.2
C -1.659558 3.799541 1.502022 0.0 0.0 -0.1
C -0.815480 3.092462 0.658453 -0.2 0.2 0.2
N -0.957842 1.780111 0.854127 -0.2 0.5 0.4
N -3.102781 -0.415064 1.071393 -0.2 -0.1 0.3
C -4.420384 -0.494496 0.794491 -0.1 0.0 -0.1
C -4.557444 -1.167404 -0.398834 0.0 0.0 0.0
C -3.244480 -1.445761 -0.792999 -0.1 0.2 0.0
N -2.376654 -0.984573 0.095277 -0.3 0.7 -0.2
N -3.225971 0.240154 3.510028 -0.3 0.0 -0.1
C -4.175697 -0.666324 3.860359 0.0 -0.1 0.0
C -4.679191 -0.302896 5.082746 0.0 0.0 0.1
C -3.956540 0.855868 5.422087 0.0 -0.2 -0.1
N -3.083701 1.166627 4.482270 0.2 0.3 0.1
H 0.819080 -2.715210 4.175519 0.0 -0.1 0.0
H 1.489304 -2.222950 1.571918 -0.1 0.1 -0.2
H -1.447594 -1.244905 4.551167 -0.1 0.0 0.0
H -3.040068 2.923277 3.015429 -0.1 -0.1 0.1
H -1.788657 4.864546 1.570816 0.0 0.0 0.0
H -0.121137 3.482119 -0.065749 0.0 -0.1 -0.1
H -5.166166 -0.068128 1.442642 0.0 0.0 0.0
H -5.463531 -1.429115 -0.916464 -0.1 0.0 0.0
H -2.907460 -1.952937 -1.682384 0.0 0.1 0.1
H -4.411891 -1.503791 3.226583 0.0 0.0 0.0
H -5.451307 -0.789564 5.652051 0.0 0.0 0.0
H -4.043496 1.464886 6.307283 0.0 0.0 0.0
O 6.433485 1.776030 2.014205 -0.1 0.1 -0.1
C 5.438431 1.618537 3.004231 0.1 0.0 0.1
C 4.093925 1.507896 2.353289 -0.3 -0.2 0.3
C 2.973413 1.110492 3.085420 0.4 0.3 -0.2
C 1.791318 0.892743 2.423456 -0.5 -0.2 0.2
N 1.642252 1.010281 1.097100 1.4 0.9 -0.2
C 2.671601 1.565221 0.419393 0.3 -0.6 1.1
C 3.908762 1.793905 1.021258 -0.1 0.0 -0.5
C 2.380554 1.945552 -0.949258 -0.3 0.2 -1.2
C 3.306471 2.608117 -1.751781 0.1 -0.2 0.5
C 2.954650 3.094456 -2.991143 -0.5 -0.1 -0.2
C 3.962034 3.763036 -3.887007 0.1 0.2 -0.1
O 4.401741 5.016103 -3.385821 0.0 0.0 0.2
C 1.616190 2.963723 -3.354186 0.6 0.1 0.0
C 0.763054 2.261643 -2.535130 -0.4 -0.1 0.0
N 1.115606 1.684183 -1.378495 1.3 1.1 -0.1
H 7.295993 1.756181 2.436399 0.0 0.0 0.0
H 5.436289 2.470659 3.696314 0.0 0.0 0.0
H 5.613635 0.711225 3.593236 -0.1 0.0 0.0
H 3.032923 0.970071 4.155909 -0.1 -0.1 0.0
H 0.911844 0.620052 2.992392 0.0 -0.2 -0.1
H 4.739089 2.162030 0.440532 0.0 0.0 0.0
H 4.317479 2.749307 -1.398596 0.0 0.0 0.0
H 3.546315 3.868340 -4.894248 0.0 0.0 0.0
H 4.863480 3.152914 -3.948641 -0.1 -0.1 -0.1
H 3.641726 5.597511 -3.278368 0.0 0.0 0.0
H 1.249262 3.401874 -4.272478 -0.1 -0.1 0.0
H -0.273099 2.188252 -2.824304 0.0 -0.2 0.1
O 0.256272 -0.946543 -3.331169 0.2 0.3 -0.1
C -0.732621 -0.288732 -3.117966 0.1 -0.2 -0.5
C -1.743016 0.075963 -4.204733 -0.2 0.1 0.1
C -2.761864 0.946452 -3.487367 0.1 -0.1 0.0
C -2.250629 1.012233 -2.052523 -0.3 0.0 0.0
O -2.784625 1.663533 -1.178171 0.0 0.1 -0.2
N -1.104309 0.254912 -1.904282 -0.1 0.5 -0.3
H -2.162903 -0.838609 -4.622309 0.1 0.0 0.0
H -1.224604 0.597614 -5.009284 0.1 -0.1 0.0
H -3.770970 0.535335 -3.487003 0.0 0.0 0.1
H -2.823984 1.960235 -3.885178 0.0 0.0 0.1
C -1.459531 -3.882171 -2.206784 -0.1 -0.2 0.2
C -0.738578 -4.352361 -0.934139 0.0 0.3 -0.1
C -1.192992 -3.562419 0.285300 0.0 -0.5 -0.1
C 0.755058 -4.330762 -1.190621 0.3 0.6 0.1
C 1.307678 -5.546734 -1.557087 0.1 -0.1 0.0
C 2.630157 -5.689872 -1.927469 0.1 -0.2 -0.1
C 3.434339 -4.566987 -1.910101 -0.1 -0.2 0.0
C 2.960800 -3.321383 -1.539268 -0.8 0.2 0.3
C 3.978026 -2.211665 -1.519387 -0.3 0.2 0.0
C 4.131912 -1.641202 -0.111180 0.2 0.1 -0.1
C 3.653778 -1.143670 -2.562344 0.2 0.1 0.1
C 1.562011 -3.117993 -1.169956 0.4 -1.3 -0.3
O 1.054950 -1.968627 -0.839562 -0.1 1.5 0.6
H -2.544614 -3.901159 -2.059370 0.0 -0.1 -0.1
H -1.211160 -4.537496 -3.042135 0.0 0.0 -0.1
H -1.137937 -2.871514 -2.456011 0.0 0.0 -0.1
H -1.017395 -5.398180 -0.764915 0.0 0.0 -0.1
H -0.934089 -2.519391 0.183827 0.0 -0.4 0.0
H -0.729038 -3.963424 1.189686 0.0 0.0 0.0
H -2.279055 -3.643401 0.392518 0.0 0.0 0.1
H 0.673777 -6.428759 -1.555941 -0.1 0.1 0.0
H 3.025418 -6.655268 -2.217807 0.0 0.0 0.0
H 4.476229 -4.669421 -2.200245 0.0 0.1 0.0
H 4.943387 -2.649133 -1.795065 0.0 0.0 0.0
H 3.208294 -1.163128 0.204443 -0.1 0.0 0.1
H 4.941205 -0.907868 -0.086762 0.1 0.1 0.1
H 4.375661 -2.439357 0.592591 0.0 0.0 0.0
H 2.685157 -0.692907 -2.364597 -0.2 0.0 0.0
H 3.617753 -1.594261 -3.554426 0.0 0.0 0.0
H 4.426478 -0.368578 -2.559091 0.0 0.1 -0.1



Record 7
6
Properties=species:S:1:pos:R:3:forces:R:3 method="wB97M-V/def2-TZVPD" spin_multiplicity=8 gap_ev="6.446 / 6.708" s_squared=15.7585 charge=+2 relative_energy_kj_mol=41.4 max_force_ev_per_a=3.15
H 1.197416 0.220159 1.455390 1.1 -1.0 -1.0
C -0.202931 -0.017337 0.226985 0.5 -1.4 -1.0
C 0.997728 -0.478126 0.566419 -1.5 1.1 2.5
O -1.137827 0.422362 -0.342950 -0.8 1.2 -1.0
F 1.208929 -1.786754 0.674236 0.4 0.5 -0.3
Eu -2.063315 1.639697 -2.580080 0.2 -0.4 0.8